# 1
The following is a DFT calculation (ωB97M-V/def2-TZVPD) of 17 unconnected molecules or ions with the total composition C66H123N3O26.

Computed properties:
Kohn-Sham gap: 8.546 eV
Total charge: 0
LUMO: -0.0240 Eh

Element x y z (Å)
1 H -0.119 -6.421 -4.075
2 H 4.363 -0.268 3.854
3 O 0.634 -6.308 -0.946
4 O 2.122 2.195 7.397
5 C 0.281 -2.162 -6.039
6 H -5.562 -0.575 5.775
7 H 3.151 -2.006 -3.199
8 H 1.289 -7.024 5.204
9 O -1.511 1.557 -6.313
10 C 4.977 -2.966 -3.594
11 H 2.801 -0.688 5.843
12 C 0.879 -6.983 4.172
13 C -3.735 4.650 -1.548
14 H -4.199 5.369 -2.218
15 H 4.126 -1.115 -4.479
16 H 2.979 5.529 -0.401
17 H -1.242 -4.328 2.854
18 H 4.441 4.559 -0.180
19 H 2.216 5.551 -6.480
20 H -4.304 2.086 2.758
21 O -2.033 2.336 0.842
22 H 0.624 0.423 -2.774
23 C 1.368 -3.256 -9.403
24 H 4.012 5.179 -3.205
25 H -5.198 2.204 4.384
26 H -3.559 -2.282 5.252
27 H 0.809 -1.531 -5.316
28 H 2.870 0.979 -3.772
29 H -3.324 -0.673 4.483
30 H -6.172 -1.158 1.651
31 H 2.492 2.434 9.432
32 H -1.366 4.926 -5.925
33 H 1.702 3.165 2.834
34 C -1.195 -3.108 -4.385
35 O 4.050 1.734 -5.254
36 C 1.367 -5.716 2.156
37 H 1.413 0.202 7.494
38 H -3.384 2.093 6.022
39 H 3.536 -2.206 2.295
40 C 0.199 -6.972 -3.167
41 O 4.666 0.198 1.062
42 H 0.669 -3.450 -10.214
43 H 3.433 0.347 -1.584
44 C -0.497 0.944 -0.991
45 H -5.008 4.431 -5.571
46 C -2.263 -4.393 2.432
47 O -1.704 1.678 8.741
48 H 2.843 3.881 0.399
49 O 2.206 3.035 -1.797
50 H 1.980 -1.590 -7.264
51 H -1.217 2.736 -4.637
52 C -5.642 4.479 1.783
53 H 2.137 2.317 -4.628
54 C -2.973 -2.334 3.232
55 H 0.948 2.079 1.767
56 H 1.927 -4.470 0.538
57 H -1.787 -3.945 -4.045
58 H 6.565 -2.012 -4.653
59 C 3.832 -2.097 -4.055
60 O 2.284 3.557 -6.948
61 H 3.675 1.303 3.549
62 H 2.049 -4.079 -9.146
63 C -4.195 4.776 -6.217
64 H 5.405 1.069 4.115
65 C 0.797 2.559 2.742
66 H -3.178 -1.836 2.256
67 H 1.881 -3.285 -6.807
68 H -6.098 -2.236 5.814
69 C 4.104 1.954 -6.667
70 H 1.051 -7.915 3.600
71 C -4.007 -0.882 -0.910
72 H -1.312 5.097 1.635
73 H -1.796 -2.278 -4.777
74 H 5.088 4.138 -2.438
75 H 0.451 5.184 1.621
76 H -4.654 4.274 1.339
77 C 4.477 0.412 -1.297
78 H 4.559 -2.425 -0.457
79 H -0.855 4.489 -3.389
80 H -1.765 5.979 -3.157
81 O -0.219 -3.392 -5.491
82 O -3.149 3.871 -5.906
83 C 2.323 0.796 7.261
84 H 2.052 -4.931 -3.485
85 H 1.918 -4.318 -1.770
86 C -0.856 -0.917 0.499
87 C -5.183 1.154 -0.639
88 H -3.034 1.401 -4.944
89 C -0.238 -2.595 8.235
90 C 0.736 -6.065 -2.127
91 H -3.945 3.352 3.942
92 H -0.405 -2.611 9.314
93 C -0.409 4.508 1.565
94 C 2.833 0.409 5.843
95 O 1.553 -5.855 3.559
96 C 0.351 -2.516 5.449
97 H -1.016 3.916 8.111
98 H 0.068 -2.747 0.023
99 H 2.100 -1.235 2.320
100 H -4.486 -2.519 0.352
101 H -4.443 3.847 -1.388
102 O -2.392 2.951 -2.535
103 O 4.065 0.971 5.498
104 H -4.256 2.250 7.564
105 H -1.053 3.239 6.412
106 H 3.969 3.520 -8.145
107 C -2.524 4.128 -2.297
108 H -1.322 -0.777 7.837
109 N 1.229 -4.566 8.441
110 H 4.995 -0.049 -2.135
111 H -0.187 -6.797 4.214
112 C 4.800 -0.317 -0.012
113 C 2.097 -4.512 1.641
114 H -3.398 5.098 -0.616
115 H 1.942 -2.427 -9.755
116 C -0.528 -1.609 6.039
117 C -1.061 0.383 0.157
118 O 1.714 -3.260 2.323
119 H -0.280 4.017 0.595
120 H 5.157 1.825 -6.902
121 C -1.632 3.552 7.285
122 H -0.596 -7.565 -2.763
123 H 1.036 -7.625 -3.467
124 O -5.131 -1.694 4.039
125 H -1.782 3.997 -7.402
126 O 2.058 -5.306 8.021
127 C 1.854 4.897 -7.237
128 H -5.916 5.560 1.888
129 C 3.672 3.350 -7.096
130 C -2.168 2.269 7.820
131 H -3.479 0.703 7.248
132 H 5.652 -1.949 0.916
133 H 3.173 -4.640 1.880
134 H -3.579 0.818 -2.095
135 C 2.761 1.410 -4.752
136 H 3.498 1.199 -7.184
137 H 0.781 4.772 -7.246
138 O -2.282 0.616 2.106
139 C -1.796 4.005 -6.336
140 C 0.453 -1.186 -1.472
141 H 0.579 -4.218 -3.014
142 C -5.877 0.567 0.424
143 H -2.598 -5.438 2.437
144 C -0.368 3.562 2.737
145 H 3.904 3.470 -3.612
146 H -0.533 -1.507 -6.328
147 H 2.300 5.206 -8.179
148 H -1.625 0.276 -4.761
149 H -3.869 5.773 -6.039
150 C 3.119 3.824 -1.682
151 H 3.300 -2.564 -4.908
152 H -6.741 1.061 0.836
153 C 1.281 -2.438 -7.145
154 H 2.202 0.728 -5.408
155 C 4.375 0.771 4.154
156 H -0.988 -0.822 5.433
157 H 0.306 -5.591 1.963
158 O -1.169 3.694 3.626
159 H -0.678 -2.720 -3.472
160 O -6.819 3.794 3.772
161 C -2.300 0.770 -5.437
162 H -6.348 4.030 1.091
163 H 4.226 4.061 -6.457
164 H -2.490 4.229 7.088
165 C -5.891 -1.412 5.154
166 H -2.716 -0.007 -6.073
167 O 4.895 -3.619 -2.565
168 H -6.890 -1.143 4.756
169 H -0.871 5.275 -1.804
170 C -4.213 0.416 -1.330
171 H -0.642 2.001 -1.206
172 C -1.466 5.063 -2.699
173 O -2.801 -2.802 -1.378
174 N -3.009 -1.649 -1.673
175 H -1.333 -1.322 1.367
176 H 0.565 -2.477 4.409
177 C 5.307 -1.715 -0.097
178 C -1.066 2.783 -5.730
179 C 2.536 -2.147 1.897
180 O -3.189 -3.706 3.246
181 C -4.741 2.720 3.551
182 C 0.196 0.119 -1.840
183 H -5.409 2.169 -0.887
184 H -1.899 -2.193 3.470
185 C 0.588 -3.498 7.568
186 H 1.438 3.615 8.776
187 C 1.399 -4.796 -2.613
188 H -4.404 4.613 -7.300
189 H 0.750 1.886 3.600
190 C -5.705 -0.775 0.745
191 H 0.989 -1.864 -2.111
192 C -5.837 3.659 3.099
193 C 6.212 -3.012 -4.446
194 H 6.983 -3.596 -3.940
195 O -2.438 -1.029 -2.558
196 C 4.051 4.182 -2.784
197 C -3.398 1.788 7.065
198 H 6.124 -1.793 -0.803
199 C 0.970 -3.454 6.247
200 C -4.731 -1.493 0.113
201 H 1.795 -6.596 1.631
202 H 1.674 -4.147 5.770
203 C -0.119 -1.722 -0.341
204 C 1.687 2.571 8.675
205 C -0.767 -1.625 7.406
206 H 0.848 1.946 8.995
207 C 3.352 4.519 -0.294
208 O 0.596 -2.963 -8.281
209 H 3.116 0.529 7.967
210 H 0.023 2.789 -5.926
211 C -3.729 -1.691 4.334
212 O 0.878 -4.557 9.606
213 H 4.677 1.470 -1.162
214 H 2.564 -2.198 0.778
215 H 2.068 0.793 5.139
216 N -1.850 1.160 1.117
217 H 5.981 -3.555 -5.389
218 H -2.310 -3.957 1.422

# 2
The following is a DFT calculation (ωB97M-V/def2-TZVPD) of 6 unconnected molecules or ions with the total composition C24H66N6O6.

Computed properties:
Kohn-Sham gap: 9.530 eV
Structure (SMILES): COC[C@H](C)N.COC[C@H](C)N.COC[C@H](C)N.COC[C@H](C)N.COC[C@H](C)N.COC[C@H](C)N
Total charge: 0
LUMO: 0.0234 Eh
Energy above the lowest of the compared OMol25 structures with the same formula, charge and spin: 415.0 kJ/mol

Element x y z (Å)
1 H -5.457 7.488 -3.175
2 H -7.164 5.069 -0.636
3 N -5.324 8.323 -5.540
4 H -5.272 4.027 1.510
5 H -5.238 4.133 3.022
6 H -3.277 5.530 -2.774
7 H -8.641 4.070 -0.695
8 C -5.720 8.520 -9.179
9 H -6.295 2.413 4.584
10 H -4.634 9.724 1.442
11 H -6.895 9.704 -0.519
12 H -6.744 13.750 -5.810
13 C -4.353 8.116 -9.843
14 N -4.157 8.953 -10.928
15 H -4.375 3.882 -0.876
16 H -6.598 5.159 -5.259
17 H -7.768 6.485 -9.372
18 H -2.485 3.422 -2.322
19 O -7.722 4.175 1.227
20 C -6.962 12.387 -3.401
21 H -8.174 2.179 1.382
22 O -3.161 7.779 -1.451
23 C -6.410 9.168 0.296
24 H -2.163 7.864 -9.208
25 N -7.610 12.522 -1.066
26 C -6.333 7.415 -5.029
27 H -9.168 6.006 -2.489
28 H -3.134 9.947 -1.091
29 H -6.115 1.581 2.435
30 H -3.989 12.826 -0.316
31 H -7.285 7.448 -5.559
32 H -5.468 8.194 -6.531
33 C -5.854 5.955 -5.204
34 H -6.087 10.692 1.753
35 H -4.941 12.902 1.240
36 C -7.527 8.674 1.167
37 H -2.542 8.942 0.199
38 O -5.003 11.134 0.005
39 C -2.201 6.686 -1.483
40 H -9.561 12.471 -3.680
41 C -4.159 4.949 -0.932
42 H -1.663 3.770 -1.007
43 O -6.124 7.416 -8.451
44 C -9.324 12.757 -2.655
45 H -10.163 12.355 -2.087
46 C -6.311 2.652 2.464
47 N -5.135 3.425 2.310
48 C -4.364 12.284 0.553
49 H -6.877 12.267 -6.688
50 N -2.011 4.185 -1.859
51 C -3.145 8.221 -8.900
52 H -1.592 8.995 -1.295
53 C -2.892 5.355 -1.769
54 C -7.998 4.674 -0.055
55 H -8.616 6.602 -4.176
56 C -7.985 12.023 -2.353
57 H -5.787 9.215 -5.440
58 H -8.232 10.971 -2.212
59 H -3.076 9.217 -8.462
60 H -6.092 11.792 -3.122
61 H -6.270 5.934 -10.066
62 H -6.462 7.407 -0.720
63 H -6.942 3.996 4.086
64 H -3.360 7.633 -8.008
65 C -5.514 10.175 0.983
66 H -6.914 5.421 -8.562
67 C -6.714 6.319 -9.148
68 C -6.921 2.931 3.857
69 H -6.750 12.142 -0.698
70 C -2.603 9.017 -0.887
71 O -7.279 6.852 -2.686
72 C -6.576 12.676 -5.723
73 H -5.526 12.543 -5.463
74 C -6.460 7.731 -3.524
75 H -7.069 8.266 2.069
76 H -8.225 9.477 1.402
77 H -6.477 8.797 -9.914
78 H -5.119 5.272 -1.333
79 H -4.429 7.089 -10.201
80 C -7.303 2.829 1.309
81 N -5.840 7.870 -0.073
82 H -5.497 9.417 -8.601
83 H -5.127 5.715 -4.429
84 H -3.413 12.036 1.024
85 H -9.098 13.823 -2.659
86 H -5.325 5.819 -6.147
87 H -1.448 6.885 -2.246
88 H -8.500 5.624 0.133
89 H -3.249 8.930 -11.370
90 H -1.768 6.485 -0.503
91 H -6.695 2.595 0.435
92 H -8.080 7.852 0.711
93 H -6.621 8.775 -3.256
94 H -8.241 12.218 -0.338
95 H -7.934 2.529 3.849
96 H -9.075 7.667 -2.809
97 H -6.669 13.430 -3.287
98 H -4.407 9.931 -10.921
99 C -8.611 6.722 -3.093
100 H -5.170 8.100 -0.792
101 H -4.265 5.327 0.085
102 O -7.374 12.097 -4.712

> Which value of total charge does entry 2 give?

0

> Which value of LUMO does entry 2 give?

0.0234 Eh

> Look up the total charge of the second one.

0